1.
{"formula": "C8H10", "method": "wB97M-V/def2-TZVPD", "elements": ["C", "C", "C", "C", "C", "C", "C", "C", "H", "H", "H", "H", "H", "H", "H", "H", "H", "H"], "coordinates": [[-0.4985, 2.1460, -1.6950], [-1.0091, 1.6992, -0.3062], [0.4766, 0.3331, 1.1998], [-0.4062, 0.3877, 0.1294], [-0.6134, -0.7463, -0.6479], [0.0899, -1.9136, -0.3506], [1.0529, -1.9288, 0.6461], [1.2211, -0.8215, 1.4626], [-0.5668, 1.3551, -2.4364], [0.5563, 2.4133, -1.5987], [-1.0898, 2.9914, -2.0550], [-0.7325, 2.5063, 0.3735], [-2.0945, 1.5824, -0.3566], [0.6746, 1.2403, 1.7657], [-1.2178, -0.7745, -1.5417], [-0.0695, -2.8072, -0.9436], [1.7016, -2.7852, 0.7516], [1.7873, -0.8452, 2.3834]], "charge": 0, "lumo_ev": 1.1, "smiles": "CCc1ccccc1", "orbital_gap_ev": 10.13}


2.
{"formula": "C8H10", "method": "wB97M-V/def2-TZVPD", "elements": ["C", "C", "C", "C", "C", "C", "C", "C", "H", "H", "H", "H", "H", "H", "H", "H", "H", "H"], "coordinates": [[0.1609, 1.3897, 0.5282], [-1.1418, 1.1704, 0.4077], [-2.2720, 1.0401, -0.6206], [-1.4690, -1.4019, 0.7657], [1.0004, 0.1633, 0.4952], [-0.4071, -1.0078, -0.2705], [-1.5681, -0.1367, -0.0724], [2.1636, 0.0678, -0.4043], [0.7726, 2.2910, 0.9718], [-3.3564, 1.2843, -0.5551], [-1.9225, 1.3060, -1.5851], [-2.1245, -2.2499, 0.5531], [-1.1672, -1.4958, 1.7904], [1.3380, -0.2838, 1.3911], [0.0658, -1.5820, -1.1147], [2.2656, 0.8994, -1.2408], [2.1036, -0.8239, -1.0146], [3.0755, 0.0032, 0.1601]], "charge": 0, "lumo_ev": 0.8, "orbital_gap_ev": 9.28}


3.
{"formula": "C8H10", "method": "wB97M-V/def2-TZVPD", "elements": ["C", "C", "C", "C", "C", "C", "C", "C", "H", "H", "H", "H", "H", "H", "H", "H", "H", "H"], "coordinates": [[0.0027, 1.8417, -1.8459], [-0.8167, 0.7008, -1.3854], [-0.2114, -0.1163, -0.1323], [0.9497, 0.2222, 0.4336], [1.3845, -0.4682, 1.5225], [0.7103, -1.5164, 2.1135], [-0.5097, -1.8253, 1.4330], [-0.9863, -1.0816, 0.2876], [-0.5010, 2.4777, -2.6148], [0.9575, 1.3900, -2.1906], [0.1903, 2.7125, -0.9197], [-1.9272, 1.0008, -1.1264], [-1.0139, -0.2390, -2.0060], [1.5300, 1.2357, 0.0359], [2.5072, -0.2278, 1.8117], [1.0385, -2.1454, 2.9634], [-1.2723, -2.7028, 1.8199], [-2.0322, -1.2586, -0.2000]], "charge": 0, "lumo_ev": 1.0, "smiles": "CCc1ccccc1", "orbital_gap_ev": 10.24}


4.
{"formula": "C8H10BN", "method": "wB97M-V/def2-TZVPD", "elements": ["B", "C", "C", "C", "C", "C", "C", "C", "C", "N", "H", "H", "H", "H", "H", "H", "H", "H", "H", "H"], "coordinates": [[0.3521, 0.4166, 0.0975], [1.6876, -1.7095, 0.1430], [0.3040, -1.7004, 0.3361], [-2.0387, -0.9325, -0.1335], [-3.1045, -0.0248, -0.3347], [2.3278, -0.5424, -0.1577], [-0.7113, -0.7021, 0.1061], [-3.3337, 1.1732, 0.3104], [2.3638, 1.8543, -0.0814], [1.7032, 0.6342, 0.0126], [2.1323, -2.6939, 0.1281], [-0.0649, -2.7632, 0.5485], [-2.1534, -1.9846, -0.4449], [-3.7470, -0.3636, -1.0770], [3.4429, -0.5007, -0.4454], [-4.0994, 1.9865, 0.1709], [-2.8669, 1.4169, 1.2213], [3.4909, 1.6788, 0.2391], [2.4350, 2.0769, -1.1297], [1.8800, 2.6804, 0.4906]], "charge": 0, "lumo_ev": [-0.3, -0.4], "orbital_gap_ev": [5.84, 5.66]}


5.
{"formula": "C8H10CeO5P", "method": "wB97M-V/def2-TZVPD", "elements": ["O", "C", "Ce", "O", "C", "C", "O", "C", "O", "C", "O", "H", "C", "P", "C", "C", "H", "H", "H", "H", "H", "H", "H", "H", "H"], "coordinates": [[-5.4173, -0.1698, -0.6258], [-4.2860, -0.3210, -0.7120], [-0.3108, -0.1830, -1.3796], [-2.1915, -2.9399, -0.0993], [-1.4675, -2.1115, -0.4932], [1.8606, -1.7724, -1.4382], [2.7553, -2.4866, -1.3788], [1.2040, 1.3555, -2.5134], [1.6541, 2.0956, -3.2892], [-0.5346, -1.2693, -3.5797], [-0.9059, -1.6716, -4.6323], [-1.7313, 0.7928, -1.9169], [1.8533, 1.6369, 2.0729], [0.9737, 0.6259, 0.8456], [1.0911, -1.0139, 1.7287], [-0.7763, 1.3547, 1.1018], [2.9114, 1.3499, 2.1533], [1.3880, 1.5078, 3.0678], [1.8218, 2.7074, 1.8257], [0.9503, -0.8196, 2.8044], [0.2832, -1.6764, 1.3668], [2.1169, -1.4058, 1.5058], [-0.8642, 1.4394, 2.1909], [-0.8233, 2.3584, 0.5966], [-1.5546, 0.6165, 0.7980]], "charge": 2, "lumo_ev": [-9.6, -9.6], "spin_multiplicity": 2, "orbital_gap_ev": [7.10, 7.10]}


6.
{"formula": "C8H10Cl2F2NY", "method": "wB97M-V/def2-TZVPD", "elements": ["Y", "Cl", "C", "Cl", "H", "H", "F", "C", "F", "H", "C", "C", "C", "C", "N", "C", "C", "H", "H", "H", "H", "H", "H", "H"], "coordinates": [[2.2900, -0.5346, -0.3547], [2.2264, 0.1164, 2.3995], [2.4218, 1.8608, 2.0465], [2.2440, 2.1889, 0.2971], [3.4251, 2.1580, 2.3480], [1.6247, 2.3894, 2.5656], [4.5529, -0.5607, 0.5138], [4.5054, -0.7688, -0.8866], [4.2642, 0.5555, -1.3110], [5.4399, -1.1631, -1.2856], [-4.3486, -0.4536, -0.5414], [-2.8765, -0.4542, -0.4663], [-2.1769, -1.2281, 0.4683], [-0.8010, -1.1995, 0.4954], [-0.0667, -0.4395, -0.3484], [-0.7363, 0.3099, -1.2560], [-2.1077, 0.3293, -1.3396], [-4.7906, -1.1083, 0.2037], [-4.6702, -0.7762, -1.5333], [-4.7291, 0.5587, -0.3963], [-2.7073, -1.8536, 1.1720], [-0.2591, -1.7972, 1.2236], [-0.1395, 0.9194, -1.9300], [-2.5849, 0.9509, -2.0845]], "charge": 2, "lumo_ev": -8.2, "orbital_gap_ev": 8.45}


7.
{"formula": "C8H10ClN", "method": "wB97M-V/def2-TZVPD", "elements": ["C", "C", "C", "C", "C", "C", "C", "C", "N", "Cl", "H", "H", "H", "H", "H", "H", "H", "H", "H", "H"], "coordinates": [[2.4276, 2.3383, 2.2998], [1.4410, 3.0500, 2.1958], [0.4456, -1.2548, -0.2391], [0.2054, 1.0343, 0.5485], [-0.0855, 0.0056, -0.3829], [0.3331, -2.4358, -1.1557], [-0.9259, 0.4552, -1.5319], [0.0555, 3.4164, 1.8055], [-0.5377, 2.0159, 0.5597], [-0.0276, 4.8403, 0.8784], [3.2909, 1.7613, 2.2506], [1.1619, -1.3977, 0.5790], [1.2380, 1.1528, 1.0186], [-0.7223, -2.6834, -1.0432], [1.0737, -3.1900, -0.8334], [0.5203, -2.1367, -2.1849], [-1.8287, 0.9409, -1.0459], [-0.9516, -0.3474, -2.3208], [-0.3738, 1.3301, -2.0727], [-0.5524, 3.3657, 2.6930]], "charge": 0, "lumo_ev": 0.8, "orbital_gap_ev": 9.84}


8.
{"formula": "C8H10EuO5P", "method": "wB97M-V/def2-TZVPD", "elements": ["O", "C", "Eu", "C", "O", "C", "O", "C", "O", "C", "O", "H", "C", "P", "C", "C", "H", "H", "H", "H", "H", "H", "H", "H", "H"], "coordinates": [[0.6542, 1.4587, -4.8641], [0.3706, 0.7741, -3.9824], [-0.5323, -1.0402, -2.2346], [0.5482, -2.7516, -0.4875], [1.0106, -3.5779, 0.1876], [2.4182, 0.9549, -1.1590], [1.9460, 0.8142, -0.0017], [-1.4726, 1.3640, -1.6159], [-1.9047, 2.4058, -1.3746], [2.0244, -0.0760, -2.1548], [2.8412, -0.6803, -2.8064], [3.2659, 1.6548, -1.4281], [0.2627, -1.0720, 2.1926], [-0.5359, -0.2329, 0.7629], [-2.2945, -0.6669, 1.0975], [-0.4990, 1.3980, 1.6116], [0.3471, -2.1468, 2.0258], [-0.3108, -0.8742, 3.1099], [1.2712, -0.6524, 2.2829], [-2.5223, -0.3963, 2.1354], [-2.9452, -0.1016, 0.4201], [-2.4784, -1.7372, 0.9348], [-1.1021, 1.3438, 2.5251], [0.5308, 1.6643, 1.8655], [-0.8934, 2.1737, 0.9575]], "charge": 1, "lumo_ev": [-4.5, -4.4], "spin_multiplicity": 8, "orbital_gap_ev": [5.95, 6.03]}


9.
{"formula": "C8H10F12N2O14S4Zr", "method": "wB97M-V/def2-TZVPD", "elements": ["Zr", "C", "F", "F", "F", "S", "O", "O", "N", "S", "O", "O", "C", "F", "F", "F", "C", "F", "F", "F", "S", "O", "O", "N", "S", "O", "O", "C", "F", "F", "F", "C", "C", "O", "O", "H", "H", "H", "C", "C", "O", "O", "H", "H", "H", "O", "H", "H", "O", "H", "H"], "coordinates": [[0.0661, -0.1226, -0.2348], [-2.4404, -2.6322, 2.8756], [-1.5671, -3.2582, 3.6421], [-3.6322, -3.2486, 2.9574], [-2.3643, -1.3762, 3.4345], [-1.7154, -2.6977, 1.0270], [-0.3456, -3.1491, 1.1923], [-2.5141, -3.6380, 0.2439], [-1.7448, -0.9221, 0.5472], [-3.3566, -0.7306, 0.3338], [-3.6249, -0.2666, -0.9953], [-4.3090, -1.7664, 0.7810], [-3.7575, 0.8828, 1.4199], [-4.9365, 0.8155, 2.0071], [-2.7031, 0.9953, 2.2970], [-3.8380, 1.9810, 0.5080], [2.9227, 0.8931, -3.2714], [3.3349, -0.1826, -2.5830], [4.0360, 1.3181, -3.7613], [2.1145, 0.6441, -4.3456], [2.1505, 2.1510, -2.0396], [3.0379, 3.2845, -1.6818], [0.8542, 2.5682, -2.6045], [1.7457, 1.0771, -0.5770], [3.2862, 1.1293, 0.0860], [3.4913, 0.0060, 1.0269], [4.5117, 1.2770, -0.6988], [3.1844, 2.7279, 1.3608], [4.1495, 3.5146, 0.9513], [2.0209, 3.4138, 1.2385], [3.3055, 2.3300, 2.6220], [-0.9720, -1.7029, -4.2246], [-0.6174, -1.2435, -2.7966], [-0.7288, -1.9427, -1.7842], [-0.0652, -0.1873, -2.5028], [-0.2924, -1.3396, -4.9955], [-2.0358, -1.6631, -4.4590], [-0.7284, -2.7455, -4.4290], [0.3964, 0.7687, 3.9130], [0.3665, 0.5028, 2.4428], [0.8094, -0.5032, 1.8873], [-0.1161, 1.2701, 1.5874], [-0.4260, 1.3414, 4.3418], [1.3208, 1.2472, 4.2365], [0.3830, -0.2411, 4.3231], [1.7305, -1.6836, -0.5463], [2.0789, -2.3485, 0.0477], [2.0182, -1.9635, -1.4152], [-1.3585, 1.4917, -0.9395], [-1.6054, 1.5583, -1.8620], [-1.5202, 2.3657, -0.5842]], "charge": 0, "lumo_ev": -1.7, "orbital_gap_ev": 9.04}


10.
{"formula": "C8H10InN2O", "method": "wB97M-V/def2-TZVPD", "elements": ["C", "C", "C", "C", "C", "In", "N", "C", "C", "H", "H", "H", "H", "H", "H", "H", "H", "H", "H", "O", "C", "N"], "coordinates": [[-1.5730, -0.2625, -1.9899], [-2.4148, -0.4237, -0.8567], [-1.9688, -1.5672, -0.1231], [-0.8316, -2.1080, -0.7948], [-0.5915, -1.3029, -1.9668], [0.6318, 0.0355, 0.0137], [1.2834, 1.4278, -1.2895], [0.1144, 2.5273, 1.1101], [-1.0513, 1.9326, 1.4574], [-2.4617, -1.9966, 0.7471], [-3.2835, 0.1837, -0.6226], [-0.3216, -3.0386, -0.5507], [0.1275, -1.5152, -2.7534], [-1.6732, 0.4989, -2.7569], [-1.9703, 2.0248, 0.8820], [0.2547, 3.1134, 0.2046], [2.2061, 1.4358, -1.7497], [-1.1562, 1.3800, 2.3898], [0.9715, 2.5444, 1.7945], [4.1437, -1.2452, 1.7655], [2.9739, -1.1361, 1.5751], [1.7806, -1.0515, 1.4056]], "charge": -1, "lumo_ev": [3.1, 3.1], "orbital_gap_ev": [6.23, 6.23]}


11.
{"formula": "C8H10N2O", "method": "wB97M-V/def2-TZVPD", "elements": ["C", "C", "C", "C", "C", "C", "C", "C", "N", "N", "O", "H", "H", "H", "H", "H", "H", "H", "H", "H", "H"], "coordinates": [[1.1589, 2.6318, 2.0579], [0.6254, 1.4962, 1.5183], [-0.3386, -0.9385, -0.5048], [-0.6543, -1.2257, 0.7246], [-1.1184, -2.6291, 1.0812], [1.5230, 0.3233, -1.1117], [-0.9572, 1.0770, -1.8093], [0.1433, -0.0777, -1.5535], [1.6705, 3.6083, 2.3731], [-0.7314, -0.4137, 1.9013], [-0.0775, 0.6564, 2.1529], [-2.0350, -2.6050, 1.7715], [-1.2952, -3.3690, 0.2261], [-0.5104, -3.1690, 1.7562], [2.2658, -0.5693, -1.0488], [1.6224, 0.6867, -0.0357], [1.9053, 1.1887, -1.7507], [-1.2235, 1.4708, -0.8117], [-1.8730, 0.7073, -2.3487], [-0.4371, 1.8356, -2.2038], [0.3368, -0.6852, -2.3843]], "charge": 0, "lumo_ev": [-2.3, -1.4], "orbital_gap_ev": [5.90, 6.99]}


12.
{"formula": "C8H10N2O", "method": "wB97M-V/def2-TZVPD", "elements": ["C", "C", "C", "C", "C", "C", "C", "C", "N", "N", "O", "H", "H", "H", "H", "H", "H", "H", "H", "H", "H"], "coordinates": [[1.5638, 1.2126, 1.9576], [1.0745, 0.3736, 0.9502], [1.3882, 1.0827, -0.1797], [0.2242, -0.0235, -1.5438], [0.3626, -0.9659, 0.7633], [-0.6080, -0.7600, -0.5271], [-1.6032, 0.3520, -0.1171], [-1.3927, -1.9574, -1.1034], [2.0878, 2.3629, 1.4616], [1.8856, 2.2691, 0.1261], [0.2885, 0.0689, -2.7100], [1.5788, 1.0168, 2.9742], [1.1784, -1.5703, 0.4809], [-0.0744, -1.4887, 1.5304], [-2.1354, -0.0657, 0.7369], [-2.2566, 0.5293, -1.0009], [-1.0344, 1.2182, 0.1418], [-1.4362, -1.9224, -2.1856], [-2.4279, -1.7447, -0.5960], [-1.0874, -2.8666, -0.6907], [2.4237, 2.8790, -0.4688]], "charge": 0, "lumo_ev": 0.7, "orbital_gap_ev": 9.47}


Asked for ΔE to the lowest compared entry with this formula, charge and spin across the records above, the calculation gives 3.14, 153.32, 58.33, 107.34, 30.11, 0.00, 141.95, 0.00, 122.41, 0.00, 267.85, 91.84 kcal per mole in order.